ORCA calculation (wB97M-V/def2-TZVPD) on a structure of composition C50H82F30N11O22S10 in a non-equilibrium geometry.

Each line ends with the Mulliken charge.
Atoms and positions in Å:
S1 0.0869 -0.9337 0.4813  0.920
S2 -3.1852 6.3296 9.0845  1.030
S3 10.3309 0.7463 2.7973  1.061
S4 -3.8818 3.9699 9.2758  0.962
S5 10.9217 3.1245 3.6462  0.990
S6 7.2890 -3.2659 -8.4816  0.994
S7 1.9567 -0.1472 -0.9886  0.809
S8 6.6010 -3.4375 -6.0775  0.985
S9 -0.7920 1.1672 -12.3042  0.892
S10 1.0716 1.2622 -10.3818  0.858
F1 -2.3673 3.3456 -13.0441  -0.240
F2 -0.3197 3.2462 -13.8977  -0.246
F3 12.8192 3.4908 1.9255  -0.228
F4 5.0031 -3.8618 -10.0069  -0.229
F5 7.9495 0.3847 1.3380  -0.202
F6 -0.4532 3.8916 -11.9831  -0.176
F7 8.7426 -1.3979 2.2147  -0.250
F8 7.1263 -4.1308 -3.5068  -0.213
F9 -3.7050 1.3001 9.2566  -0.202
F10 3.5550 0.3374 -3.1906  -0.171
F11 -2.5055 0.0406 0.1048  -0.216
F12 6.4739 -2.7984 -11.1063  -0.226
F13 12.6327 5.2981 3.2392  -0.205
F14 -2.5339 8.8633 8.5284  -0.189
F15 11.0688 4.7618 1.6586  -0.197
F16 -0.8837 7.4750 8.2849  -0.221
F17 6.7422 -4.9143 -10.5646  -0.253
F18 -2.5255 7.5374 6.7232  -0.219
F19 -4.6083 2.1542 7.4580  -0.220
F20 1.9544 1.7834 -2.9869  -0.214
F21 -1.1476 1.3915 1.0927  -0.232
F22 -2.0622 -0.1917 2.1435  -0.230
F23 9.8142 -0.6319 0.6116  -0.235
F24 6.8380 -5.9450 -4.9113  -0.229
F25 2.2791 3.6508 -11.1331  -0.206
F26 3.6878 2.0570 -10.9912  -0.206
F27 1.4738 -0.3036 -3.7303  -0.193
F28 2.7818 3.0907 -9.2171  -0.247
F29 8.6631 -4.7916 -4.9124  -0.214
F30 -2.4476 2.1557 7.5967  -0.221
O1 2.4762 0.8960 -0.1182  -0.560
O2 6.8053 -1.8961 -8.3468  -0.625
O3 8.6796 -3.3986 -8.6733  -0.628
O4 -0.4159 -2.3163 0.3258  -0.681
O5 11.6749 0.4269 2.3786  -0.608
O6 1.5383 -0.0331 -9.8154  -0.623
O7 -0.0009 1.9566 -9.5653  -0.610
O8 -4.4993 6.9457 9.2631  -0.632
O9 2.6633 -1.3795 -0.8311  -0.598
O10 -3.3411 3.7588 10.6306  -0.627
O11 1.3355 4.2742 6.4938  -0.469
O12 -3.1922 0.2022 -4.1895  -0.430
O13 -1.7670 0.7565 -11.2561  -0.559
O14 1.0177 -0.7913 1.5987  -0.535
O15 9.8804 0.3228 4.1330  -0.679
O16 11.8546 2.3134 4.4519  -0.582
O17 -2.5082 6.3650 10.3659  -0.643
O18 7.4850 -2.2680 -5.8884  -0.581
O19 5.2091 -3.2097 -5.7514  -0.595
O20 -5.3064 4.3076 9.2454  -0.623
O21 10.0460 4.0175 4.3625  -0.639
O22 -1.0841 0.5506 -13.6137  -0.609
N1 9.9667 2.1967 2.5424  -0.449
N2 0.4336 -0.3417 -1.0710  -0.172
N3 3.8459 4.3648 4.5317  -0.131
N4 -5.3419 -6.6189 0.0425  -0.006
N5 6.7326 -4.2966 -7.5441  -0.383
N6 -5.2517 0.9156 -6.2942  -0.236
N7 3.6171 -6.6550 3.4211  0.176
N8 -3.0932 4.8646 8.2851  -0.352
N9 -7.6101 6.1711 3.9810  0.239
N10 -0.6510 -6.3072 -5.3170  0.056
N11 0.8906 1.1498 -11.8520  -0.308
C1 -1.5370 0.1223 0.9731  0.549
C2 -4.3055 -5.4361 -1.7198  -0.785
C3 -2.2170 7.6533 8.0506  0.565
C4 -1.7144 -5.3817 -3.4736  -0.973
C5 5.5869 -8.1516 1.5564  -0.655
C6 11.9198 4.3273 2.5447  0.635
C7 4.1396 5.4032 5.6902  -0.868
C8 -3.4442 1.4783 -4.5604  -0.543
C9 5.0197 -7.0790 3.9097  -0.688
C10 -4.4469 -7.6556 -0.1240  -0.353
C11 -4.9270 1.5031 -4.9208  -0.592
C12 0.3729 -6.2051 -6.3162  -0.864
C13 -5.2375 -5.5146 -0.6794  0.002
C14 2.2641 0.4734 -2.9037  0.533
C15 -3.6113 2.2322 8.3163  0.603
C16 5.7381 -8.2614 3.0981  -0.704
C17 3.7044 -6.4421 1.8493  -0.624
C18 2.5423 -3.7007 6.0685  -1.407
C19 -3.4194 -6.4806 -2.1186  0.735
C20 -3.5510 -7.6363 -1.2271  -0.646
C21 -7.3572 8.4001 5.2999  -0.194
C22 -7.8157 9.2851 6.4564  -1.361
C23 7.3285 -4.6775 -4.7759  0.563
C24 -7.8261 3.7701 2.9793  -0.575
C25 4.4047 5.0594 3.2052  -0.860
C26 4.1433 -7.7191 1.1368  -0.798
C27 2.3310 4.0521 4.1665  -0.327
C28 9.0849 -0.2142 1.6628  0.588
C29 -8.4676 6.6086 2.7825  -0.818
C30 6.2957 -3.7237 -10.1445  0.636
C31 -1.4361 -7.3876 -5.2157  -0.063
C32 -6.7338 0.4468 -6.3545  -0.862
C33 3.1058 -5.2290 3.9381  -0.569
C34 -4.3973 -0.3378 -6.7910  -0.976
C35 1.4989 3.5204 5.3539  -0.658
C36 -7.8276 6.9003 5.3378  -0.824
C37 2.6858 -7.8160 3.7953  -1.031
C38 -0.8231 -5.2459 -4.5225  -0.655
C39 -8.7181 4.3023 1.8774  -0.638
C40 -6.3924 -6.8338 1.0686  -0.834
C41 -1.0306 3.0436 -12.7536  0.646
C42 -2.3343 -7.5799 -4.1497  -0.749
C43 -6.1251 6.3309 3.5431  -1.189
C44 -2.5031 -6.5111 -3.2135  0.957
C45 4.7090 3.0306 4.7666  -0.914
C46 -8.3483 5.7225 1.4863  -0.698
C47 2.5785 2.6097 -10.4783  0.637
C48 -7.7909 4.6435 4.2864  -0.859
C49 -5.0176 1.9833 -7.3826  -0.893
C50 3.2850 -4.9429 5.5146  -0.414
H1 6.8064 -8.2509 3.3140  0.368
H2 -5.9739 -4.7275 -0.6122  0.374
H3 1.8328 4.9080 3.7111  0.425
H4 2.6976 -6.2212 1.4950  0.432
H5 -4.5880 -1.1280 -6.0648  0.328
H6 4.0833 4.3677 2.4265  0.429
H7 4.3945 2.5325 5.6837  0.336
H8 5.1962 -9.1553 3.4070  0.337
H9 3.6285 6.3281 5.4232  0.360
H10 -0.0292 -5.5011 -7.0447  0.433
H11 -5.7322 -6.9204 1.9316  0.418
H12 -7.3542 5.8522 1.0583  0.306
H13 -6.9061 -0.0553 -7.3065  0.378
H14 -8.7728 3.5615 1.0798  0.410
H15 5.6147 -6.1668 3.8646  0.473
H16 4.8248 -7.3919 4.9355  0.434
H17 -5.9679 7.3293 3.1349  0.399
H18 -0.2001 -4.3815 -4.6988  0.675
H19 1.7555 -7.6967 3.2401  0.314
H20 3.9869 -7.5778 0.0673  0.440
H21 -4.0072 2.3897 -7.3369  0.389
H22 -4.2545 -4.5160 -2.2831  0.532
H23 4.0158 6.0529 2.9820  0.345
H24 -2.3828 0.2325 -3.6741  0.237
H25 0.5014 3.4282 4.9242  0.444
H26 -7.0503 4.4193 5.0541  0.635
H27 -1.3454 -8.0738 -6.0447  0.399
H28 -7.0374 10.0365 6.5890  0.361
H29 -5.7558 2.7583 -7.1761  0.439
H30 5.7584 3.2298 4.9839  0.431
H31 3.1391 -8.7553 3.4785  0.450
H32 -7.9346 8.8035 7.4270  0.376
H33 1.4645 -3.6504 5.9138  0.358
H34 2.8390 -2.8065 5.5204  0.368
H35 -5.8122 5.6698 2.7350  0.431
H36 5.4931 5.0217 3.1588  0.416
H37 -8.2461 2.7773 3.1408  0.353
H38 -6.9091 -0.3195 -5.5995  0.390
H39 -3.3709 0.0290 -6.7802  0.431
H40 -7.4470 6.2928 6.1588  0.577
H41 -6.7926 -7.8402 0.9454  0.316
H42 -2.8860 -8.4711 -1.3920  0.467
H43 5.2254 5.4981 5.6841  0.432
H44 2.0944 -5.1500 3.5395  0.407
H45 -8.9067 6.9136 5.4906  0.336
H46 -6.2923 8.2156 5.4416  0.311
H47 -8.8363 6.1448 0.6078  0.434
H48 4.3338 -4.8216 5.7856  0.362
H49 -5.3790 2.4920 -4.9974  0.417
H50 2.5280 3.1844 3.5370  0.303
H51 -6.7800 3.7450 2.6743  0.282
H52 -9.5226 6.5853 3.0554  0.410
H53 3.7803 -4.5066 3.4784  0.418
H54 -7.0500 -5.9671 1.1354  0.280
H55 4.5933 2.4573 3.8467  0.436
H56 -2.8994 -8.4812 -3.9635  0.527
H57 -1.7284 -4.5375 -2.8001  0.679
H58 -4.8764 -0.4594 -7.7625  0.499
H59 3.7382 5.1157 6.6620  0.298
H60 3.3822 -8.4887 1.2656  0.326
H61 2.4949 -7.9759 4.8565  0.330
H62 6.2236 -7.3524 1.1772  0.344
H63 0.3973 4.2546 6.6963  0.297
H64 2.8020 -3.4835 7.1046  0.373
H65 -3.4639 2.0908 -3.6590  0.422
H66 -8.7027 9.7928 6.0775  0.366
H67 3.0406 -5.8065 6.1332  0.370
H68 -2.7748 2.0382 -5.2136  0.395
H69 0.4801 -7.1324 -6.8789  0.244
H70 1.3015 -5.7669 -5.9503  0.392
H71 -7.3830 1.3000 -6.1579  0.383
H72 5.9006 -9.0915 1.1022  0.383
H73 4.3596 -5.5982 1.6332  0.425
H74 -9.7606 4.4226 2.1724  0.279
H75 -5.1642 1.6262 -8.4019  0.392
H76 -5.5955 1.0228 -4.2063  0.426
H77 -7.4895 8.8536 4.3176  0.241
H78 -8.2649 7.6693 2.6344  0.474
H79 1.7893 2.4866 5.5412  0.270
H80 -5.5213 6.2468 4.4467  0.473
H81 -8.7414 4.5242 4.8066  0.456
H82 -4.5255 -8.5623 0.4573  0.436

For the HOMO energy, the calculation gives -8.28 eV. The calculation puts the maximum force at 7.55 eV Å⁻¹. The charge is +1. For the LUMO energy, the calculation gives -7.162 eV. The energy relative to the best compared isomer or geometry (same formula, charge and spin) is 206.1 kJ/mol. The value obtained for the orbital gap is 1.1169 eV. The spin multiplicity is 1.

---

ORCA calculation (wB97M-V/def2-TZVPD) on an isolated molecule of C10H10N2O2 in a non-equilibrium geometry.

Each line ends with the natural charge from an NBO analysis.
Atoms and positions in Å:
O1 0.0308 1.5383 1.8674  -0.421
O2 -1.9128 -0.6711 -0.1739  -0.522
N1 0.6357 0.5360 3.7236  -0.447
N2 0.5375 -0.2741 -4.0239  -0.784
C1 0.6332 -0.0449 -2.6433  0.200
C2 1.7524 0.3543 -1.8503  -0.295
C3 -0.6226 -0.3134 -0.5584  0.451
C4 0.0339 1.5200 3.2494  0.306
C5 0.4892 0.3169 1.5328  0.235
C6 -2.2785 -0.9381 1.1402  -0.242
C7 0.8602 -0.3127 2.6604  -0.120
C8 -0.5248 -0.3905 -1.9608  -0.341
C9 1.6514 0.3278 -0.5004  -0.111
C10 0.4875 0.0101 0.1992  -0.273
H1 -1.8458 -2.0030 1.4683  0.158
H2 1.1185 0.4198 -4.4760  0.367
H3 -3.3061 -1.1581 1.0261  0.203
H4 -0.4788 2.3910 3.6492  0.197
H5 2.6257 0.7556 -2.3861  0.215
H6 -1.8960 -0.1775 1.8297  0.186
H7 -1.3115 -0.9773 -2.3831  0.220
H8 -0.4435 -0.1385 -4.3317  0.379
H9 2.5219 0.5424 0.0810  0.217
H10 1.2425 -1.3128 2.8607  0.223

For the HOMO energy, the calculation gives -8.45 eV. The calculation puts the maximum force at 3.73 eV Å⁻¹. For the LUMO energy, the calculation gives 0.891 eV. The energy relative to the best compared isomer or geometry (same formula, charge and spin) is 305.5 kJ/mol. The value obtained for the orbital gap is 9.3377 eV. The spin multiplicity is 1. As for the SMILES: COc1cc(N)ccc1-c1cnco1.

---

ORCA calculation (wB97M-V/def2-TZVPD) on an isolated molecule of C11H14NP in a non-equilibrium geometry.

Each line ends with the natural charge from an NBO analysis.
Atoms and positions in Å:
P1 1.4886 3.2544 0.0282  0.672
N1 -0.1420 2.7662 0.1249  -1.156
C1 -0.5533 -2.4422 1.5040  -0.196
C2 2.2656 1.8600 -0.9720  -0.537
C3 -3.0341 -1.3485 0.8254  -0.199
C4 1.3228 1.8714 -2.2417  -0.622
C5 -1.6650 -2.8634 2.1609  -0.203
C6 1.4820 -0.5641 -0.9079  -0.275
C7 -2.9142 -2.2392 1.8788  -0.223
C8 2.2378 0.4925 -0.1755  -0.430
C9 -1.8888 -0.8449 0.1562  -0.231
C10 -0.6426 -1.3707 0.4670  -0.080
C11 0.4803 -1.0939 -0.3089  0.115
H1 -1.6421 -3.6929 2.7846  0.209
H2 1.4146 2.8991 -2.7440  0.224
H3 1.6661 1.2689 -3.0972  0.204
H4 3.3111 2.1536 -1.3085  0.235
H5 1.8293 -0.9465 -1.8239  0.223
H6 -0.5200 1.8874 0.3305  0.394
H7 3.2022 0.0160 0.0250  0.224
H8 0.4343 1.4820 -2.0143  0.206
H9 -0.5443 3.6126 0.5867  0.399
H10 0.3281 -2.9940 1.5754  0.207
H11 -4.0500 -0.8950 0.6210  0.218
H12 1.8048 0.6384 0.7696  0.210
H13 -1.9874 -0.1656 -0.5912  0.207
H14 -3.6839 -2.7419 2.3469  0.205

For the HOMO energy (spin up / spin down), the calculation gives -6.91 / -6.80 eV. The calculation puts the maximum force at 5.93 eV Å⁻¹. For the LUMO energy (spin up / spin down), the calculation gives 0.191 / -0.363 eV. The energy relative to the best compared isomer or geometry (same formula, charge and spin) is 378.0 kJ/mol. The value obtained for the orbital gap (spin up / spin down) is 7.1043 / 6.4343 eV. The spin multiplicity is 1.

---

Q: Which value of maximum force does entry 1 give?
A: 7.55 eV Å⁻¹

---

Q: Which value of spin multiplicity does entry 3 give?
A: 1

---

Q: What is the formula in the first record?
A: C50H82F30N11O22S10